Here is the molecule C3H8NOP in a non-equilibrium geometry from OMol25. Energies are from ωB97M-V/def2-TZVPD.

Summary:
multiplicity = 3
energy above the lowest of the compared OMol25 structures with the same formula, charge and spin = 62.8 kcal per mole

Positions of all 14 atoms, in Å:
C: 0.1386 -0.8057 -0.2165
C: -1.5998 0.7517 0.5801
C: -0.8335 -0.4052 0.9325
N: 0.9861 0.4105 -0.5197
O: 0.2653 -1.8737 -0.7716
P: 2.3275 0.3322 -1.5996
H: 0.8400 1.2229 0.0685
H: -0.9290 1.5972 0.2975
H: -2.0604 1.3123 1.4044
H: -2.3146 0.4277 -0.1359
H: -1.4390 -1.2966 1.1802
H: -0.1845 -0.3222 1.8108
H: 1.5958 -0.6825 -2.2330
H: 3.2075 -0.6684 -0.7977

Here is a cluster of 2 separate species, C3H8NOS in total in a non-equilibrium geometry from OMol25. Energies are from ωB97M-V/def2-TZVPD.

Summary:
charge = +1
energy above the lowest of the compared OMol25 structures with the same formula, charge and spin = 97.6 kcal per mole

Positions of all 14 atoms, in Å:
C: -4.3101 -0.4711 0.0810
C: 2.5347 -0.5861 -0.8941
C: 1.9687 0.9984 0.7772
N: 1.6184 -0.0140 -0.1706
O: -3.1595 -0.0249 0.2346
S: -1.9304 0.0139 -0.8598
H: -4.4756 -1.3431 -0.5293
H: -4.9989 -0.2797 0.9778
H: 2.3014 -1.5587 -1.5476
H: 3.5814 -0.3881 -0.8140
H: 3.0395 1.4160 0.5865
H: 1.1391 1.7540 0.6932
H: 2.1358 0.4703 1.8247
H: 0.5554 0.0130 -0.3597

Question: Which of these has the lowest energy above the lowest of the compared OMol25 structures with the same formula, charge and spin?
Answer: C3H8NOP

Question: energy above the lowest of the compared OMol25 structures with the same formula, charge and spin of number 2 (C3H8NOS)?
Answer: 97.6 kcal per mole